# 1
A molecular structure, C31H48O2P2Tc at a distorted geometry, computed with the ωB97M-V functional and the def2-TZVPD basis.

Geometry as XYZ:
```
84
Properties=species:S:1:pos:R:3:lowdin_charge:R:1
Tc 0.32 0.18 -0.80 1.411
C 0.87 0.38 1.33 -0.282
C 1.92 0.87 0.46 -0.307
C 0.01 2.17 0.12 -0.275
C -0.30 1.18 1.12 -0.262
C 1.38 1.99 -0.29 -0.317
C 1.06 -0.62 2.41 -0.005
H 2.00 -1.16 2.30 0.090
H 0.20 -1.31 2.43 0.066
H 1.08 -0.12 3.39 0.113
C -1.55 1.10 1.91 -0.003
H -1.87 0.05 2.03 0.061
H -2.35 1.67 1.40 0.084
H -1.43 1.54 2.91 0.109
C -0.86 3.30 -0.31 0.000
H -0.70 4.18 0.33 0.116
H -1.92 3.01 -0.22 0.082
H -0.64 3.58 -1.34 0.084
C 2.16 2.89 -1.18 -0.019
H 2.49 3.78 -0.63 0.111
H 1.54 3.22 -2.02 0.082
H 3.05 2.39 -1.57 0.075
C 3.35 0.44 0.51 -0.013
H 3.82 0.78 1.44 0.110
H 3.90 0.84 -0.34 0.079
H 3.42 -0.66 0.47 0.090
C -1.00 -1.58 -0.92 -0.218
C 0.32 -2.02 -0.65 -0.209
C 1.26 -2.67 -1.66 -0.153
C 2.00 -1.68 -2.60 -0.174
C 1.56 -0.23 -2.53 -0.239
C 0.25 0.19 -2.92 -0.264
C -0.84 -0.78 -3.35 -0.261
C -1.64 -1.57 -2.28 -0.166
H 0.73 -3.45 -2.24 0.120
H 1.97 -2.05 -3.63 0.105
H 2.03 -3.19 -1.07 0.117
H -1.82 -2.60 -2.64 0.126
H -1.69 -1.67 -0.08 0.094
H 0.50 -2.38 0.37 0.108
H -2.65 -1.13 -2.18 0.119
H -1.58 -0.21 -3.92 0.077
H 0.16 1.21 -3.33 0.096
H -0.38 -1.55 -4.01 0.038
H 3.06 -1.69 -2.29 0.116
H 2.38 0.49 -2.61 0.105
P -0.73 -1.29 -6.22 0.928
P -0.64 1.58 -6.57 0.909
C -0.77 -0.85 -8.03 -0.383
C -1.28 0.59 -8.08 -0.423
H -1.45 -1.54 -8.56 0.102
H 0.24 -0.94 -8.48 0.093
H -0.96 1.12 -8.99 0.090
H -2.37 0.61 -8.00 0.080
C -1.48 3.08 -7.21 -0.274
H -1.12 3.98 -6.70 0.049
H -2.56 2.99 -7.02 0.053
H -1.31 3.18 -8.30 0.066
C 1.03 1.89 -7.25 -0.267
H 0.99 1.98 -8.35 0.061
H 1.71 1.07 -6.97 0.039
H 1.42 2.81 -6.82 0.051
C -2.50 -1.79 -6.12 -0.205
H -2.71 -2.14 -5.11 0.041
H -2.71 -2.58 -6.85 0.073
H -3.14 -0.92 -6.31 0.060
C 0.23 -2.83 -6.39 -0.223
H 1.17 -2.59 -6.92 0.065
H -0.34 -3.59 -6.94 0.077
H 0.49 -3.20 -5.39 0.034
O -3.53 -3.81 2.57 0.295
C -2.68 -2.94 2.88 -0.485
O -1.99 -2.14 2.17 -0.003
C -2.40 -2.87 4.38 -0.118
C -1.94 -1.70 4.99 -0.016
C -1.59 -1.68 6.35 -0.050
C -1.86 -2.80 7.15 -0.050
C -2.43 -3.95 6.58 -0.049
C -2.66 -3.98 5.20 -0.014
H -1.84 -0.79 4.39 0.102
H -1.13 -0.79 6.78 0.115
H -1.64 -2.77 8.22 0.118
H -2.69 -4.81 7.20 0.118
H -3.09 -4.89 4.75 0.122
```

Its expectation value of S² is 3.98. The strongest force on any atom comes out at 0.0846 hartree/bohr. The value obtained for the orbital gap (spin up / spin down) is 6.570 / 4.708 eV. As for the lowest unoccupied orbital energy (spin up / spin down): -6.88 / -8.48 eV. The total energy comes out at -2123.31188 a.u. Its net charge is +2. The spin multiplicity is 4.



# 2
11 unconnected molecules or ions with the total composition C21H63N6O32P5 at a distorted geometry, computed with the ωB97M-V functional and the def2-TZVPD basis.

Geometry as XYZ:
```
127
Properties=species:S:1:pos:R:3:lowdin_charge:R:1
C -19.17 11.44 -9.32 -0.121
O -19.89 11.61 -8.09 -0.231
P -21.28 10.72 -7.92 0.568
O -22.29 10.55 -9.01 -0.243
O -21.86 11.57 -6.62 -0.243
C -23.08 11.35 -5.98 -0.140
O -20.65 9.35 -7.21 -0.227
C -19.73 9.54 -6.16 -0.146
H -19.31 10.55 -9.92 0.088
H -18.10 11.32 -9.11 0.083
H -19.18 12.32 -9.96 0.088
H -23.08 10.40 -5.45 0.083
H -23.94 11.31 -6.65 0.089
H -23.27 12.03 -5.15 0.091
H -19.69 10.56 -5.77 0.083
H -18.70 9.28 -6.42 0.088
H -19.93 8.90 -5.30 0.088
C -31.29 9.03 -5.48 -0.133
O -30.65 7.81 -5.54 -0.243
P -29.94 7.07 -4.27 0.479
O -29.18 8.10 -3.45 -0.270
O -31.05 6.24 -3.45 -0.239
C -32.03 5.35 -3.93 -0.080
O -29.00 5.91 -4.90 -0.224
C -27.92 6.29 -5.73 -0.114
H -30.56 9.79 -5.78 0.091
H -31.60 9.18 -4.45 0.092
H -32.08 9.15 -6.22 0.091
H -31.82 4.40 -3.44 0.099
H -31.97 5.41 -5.02 0.088
H -32.93 5.87 -3.61 0.095
H -28.01 5.71 -6.65 0.090
H -27.00 6.13 -5.16 0.095
H -27.97 7.32 -6.07 0.083
C -19.92 2.19 -4.07 -0.061
O -18.58 2.26 -4.74 -0.238
P -17.41 1.18 -4.37 0.503
O -17.92 -0.20 -4.05 -0.258
O -16.42 1.32 -5.65 -0.220
C -16.57 0.51 -6.78 -0.140
O -16.58 1.97 -3.20 -0.229
C -15.76 3.06 -3.56 -0.127
H -20.02 1.43 -3.30 0.081
H -20.63 1.83 -4.82 0.076
H -20.41 3.12 -3.80 0.080
H -17.23 -0.35 -6.72 0.088
H -15.66 0.10 -7.21 0.088
H -16.95 1.10 -7.61 0.087
H -16.02 3.87 -2.89 0.092
H -16.05 3.46 -4.53 0.080
H -14.73 2.70 -3.50 0.098
C -28.49 15.10 -13.78 -0.155
O -29.50 14.89 -12.82 -0.213
P -29.43 15.75 -11.36 0.437
O -29.70 17.16 -11.52 -0.205
O -30.29 14.84 -10.38 -0.195
C -31.67 14.92 -10.39 -0.135
O -27.94 15.51 -10.83 -0.206
C -27.65 15.79 -9.48 -0.122
H -28.22 14.14 -14.21 0.080
H -27.53 15.50 -13.46 0.082
H -28.69 15.66 -14.70 0.083
H -32.12 15.50 -11.20 0.086
H -32.00 15.58 -9.59 0.099
H -32.16 13.97 -10.56 0.099
H -27.99 16.75 -9.08 0.091
H -26.57 15.72 -9.31 0.092
H -28.07 15.16 -8.70 0.082
C -12.25 18.56 -11.56 -0.096
O -11.21 18.94 -12.47 -0.236
P -11.59 19.99 -13.65 0.470
O -12.57 19.42 -14.56 -0.224
O -12.04 21.43 -12.87 -0.256
C -12.40 22.60 -13.63 -0.117
O -10.21 20.42 -14.41 -0.220
C -8.96 20.53 -13.65 -0.085
H -12.50 17.53 -11.80 0.093
H -13.15 19.17 -11.65 0.086
H -11.87 18.64 -10.54 0.089
H -13.15 23.13 -13.05 0.082
H -12.86 22.41 -14.60 0.087
H -11.57 23.30 -13.77 0.081
H -8.61 21.56 -13.73 0.086
H -8.14 19.89 -13.99 0.082
H -9.02 20.19 -12.62 0.077
C -20.79 10.37 -16.90 0.052
N -19.53 10.94 -17.52 -0.420
O -18.76 11.67 -16.90 0.042
O -19.28 10.73 -18.71 0.041
H -20.82 9.35 -17.28 0.094
H -21.62 11.07 -17.02 0.103
H -20.62 10.13 -15.85 0.089
C -29.26 8.81 -12.53 0.045
N -30.70 9.21 -12.50 -0.508
O -31.11 9.61 -13.55 0.064
O -31.29 9.25 -11.50 0.109
H -29.31 7.73 -12.39 0.094
H -28.75 9.20 -11.66 0.099
H -28.80 8.95 -13.51 0.097
C -12.97 15.56 -4.27 0.025
N -12.97 14.14 -4.63 -0.446
O -11.92 13.76 -5.13 0.063
O -14.03 13.52 -4.42 0.049
H -13.80 15.99 -4.83 0.104
H -12.03 16.05 -4.53 0.100
H -13.18 15.48 -3.21 0.106
C -24.16 16.22 2.78 0.012
N -23.95 16.08 1.35 -0.473
O -22.92 15.63 0.96 0.092
O -24.91 16.37 0.67 0.067
H -25.09 16.74 3.01 0.099
H -23.45 16.82 3.34 0.098
H -24.05 15.26 3.28 0.105
C -24.66 7.28 1.51 0.044
N -24.04 7.22 2.88 -0.433
O -24.53 7.87 3.84 0.023
O -23.02 6.60 2.95 0.071
H -24.34 8.22 1.08 0.100
H -25.73 7.27 1.71 0.098
H -24.27 6.49 0.87 0.096
C -21.64 18.85 -12.61 0.039
N -21.80 19.62 -11.36 -0.472
O -20.83 20.08 -10.85 0.078
O -22.89 19.77 -10.83 0.056
H -21.06 17.93 -12.64 0.105
H -21.17 19.58 -13.26 0.098
H -22.64 18.76 -13.04 0.096
```

The strongest force on any atom comes out at 0.1003 hartree/bohr. The value obtained for the orbital gap is 10.507 eV. As for the lowest unoccupied orbital energy: -0.02 eV. The SMILES is COP(=O)(OC)OC.COP(=O)(OC)OC.COP(=O)(OC)OC.COP(=O)(OC)OC.COP(=O)(OC)OC.C[N+](=O)[O-].C[N+](=O)[O-].C[N+](=O)[O-].C[N+](=O)[O-].C[N+](=O)[O-].C[N+](=O)[O-]. The total energy comes out at -5280.57390 a.u. The spin multiplicity is 1.



# 3
A molecular structure, C12H37AsF6O6 at a distorted geometry, computed with the ωB97M-V functional and the def2-TZVPD basis.

Geometry as XYZ:
```
62
Properties=species:S:1:pos:R:3:lowdin_charge:R:1
O 11.99 -7.34 -5.89 0.252
H 11.66 -6.53 -6.29 0.097
H 11.68 -8.00 -6.51 0.069
H 11.66 -7.48 -5.00 0.103
As 12.85 -10.77 -2.93 0.968
F 13.27 -9.63 -4.22 -0.269
F 12.99 -12.02 -4.20 -0.275
F 12.52 -11.95 -1.58 -0.293
F 12.79 -9.34 -1.74 -0.297
F 11.11 -10.57 -3.10 -0.267
F 14.64 -11.02 -2.48 -0.310
C 14.89 -6.78 -3.56 -0.071
C 13.67 -6.39 -2.75 -0.340
O 13.77 -6.97 -1.48 -0.093
H 14.85 -6.32 -4.55 0.060
H 14.96 -7.87 -3.61 0.068
H 15.79 -6.38 -3.09 0.077
H 12.78 -6.89 -3.11 0.087
H 13.62 -5.35 -2.45 0.106
H 13.50 -7.89 -1.52 0.017
C 8.10 -7.56 -8.27 -0.060
C 8.76 -6.37 -7.49 -0.226
O 10.22 -6.16 -7.67 -0.109
H 7.02 -7.48 -8.17 0.078
H 8.48 -8.52 -7.92 0.062
H 8.43 -7.54 -9.31 0.068
H 8.55 -6.49 -6.43 0.090
H 8.24 -5.42 -7.59 0.104
H 10.58 -5.94 -8.53 0.096
C 8.00 -7.30 -3.26 -0.075
C 9.44 -7.20 -3.52 -0.353
O 9.83 -8.03 -4.55 -0.082
H 7.78 -8.16 -2.63 0.091
H 7.42 -7.31 -4.19 0.078
H 7.61 -6.40 -2.79 0.084
H 10.01 -7.40 -2.62 0.129
H 9.73 -6.23 -3.92 0.103
H 9.48 -8.92 -4.44 0.105
C 13.55 -9.83 -7.40 -0.027
C 12.07 -10.24 -7.57 -0.505
C 11.59 -11.26 -6.53 -0.028
O 11.27 -9.17 -7.68 -0.048
H 14.15 -10.74 -7.32 0.090
H 13.72 -9.18 -6.54 0.058
H 13.89 -9.33 -8.31 0.075
H 11.99 -10.65 -8.58 0.135
H 11.34 -10.85 -5.55 0.050
H 12.38 -11.97 -6.31 0.071
H 10.81 -11.85 -7.00 0.083
H 11.22 -8.98 -8.62 0.120
C 11.15 -3.00 -6.37 -0.044
C 12.26 -3.80 -5.59 -0.432
C 13.23 -2.91 -4.71 -0.010
O 11.62 -4.80 -4.84 -0.092
H 10.37 -3.62 -6.81 0.051
H 11.40 -2.20 -7.07 0.077
H 10.47 -2.51 -5.68 0.075
H 12.88 -4.46 -6.20 0.124
H 13.15 -3.25 -3.68 0.068
H 12.90 -1.88 -4.88 0.069
H 14.26 -2.98 -5.07 0.076
H 11.28 -4.43 -4.02 0.097
```

The strongest force on any atom comes out at 0.0814 hartree/bohr. The value obtained for the orbital gap is 8.710 eV. As for the lowest unoccupied orbital energy: -0.42 eV. The total energy comes out at -3765.79829 a.u. The spin multiplicity is 1.